# 1
Here is a 14-piece molecular cluster, C5H36O15 overall in a non-equilibrium geometry from the OMol25 dataset. Energies are from ωB97M-V with the def2-TZVPD basis set.

The calculation puts the lowest unoccupied orbital energy at 0.00 eV. As for the spin multiplicity: 1. The HOMO energy comes out at -10.62 eV. The value obtained for the relative energy (zero: lowest compared OMol25 entry of this formula, charge and spin) is 0.0 kJ/mol. Its energy is -1340.722458 Eh.

Last columns: bonded neighbours and bond lengths (Å).
Geometry (Å):
1 O 3.085 -3.295 0.434  H40 0.990, H45 0.952
2 O 2.244 -0.926 -3.734  H46 1.011, H48 0.974
3 O -0.450 -0.951 -3.592  H43 1.029, H50 0.948
4 O 1.086 -3.443 2.352  H53 0.963, H56 0.988
5 O 1.086 2.813 1.870  C18 1.202
6 O -2.200 2.549 2.403  H22 0.979, H41 0.951
7 O -3.588 -2.256 0.548  H49 0.977, H51 0.963
8 O 3.003 2.732 -1.479  H33 0.981, H47 0.958
9 O -4.181 0.258 1.378  H26 0.977, H28 0.975
10 O -0.711 4.959 1.426  H25 0.969, H35 0.948
11 O -3.726 2.717 0.287  H31 0.965, H32 0.956
12 O -2.782 -1.923 -2.659  H21 1.004, H39 0.950
13 O 3.710 -1.835 -1.710  H30 0.956, H54 1.024
14 O 2.690 1.588 1.014  C18 1.371, H44 0.971
15 O -1.555 -3.399 1.590  H24 0.952, H36 1.017
16 C 0.212 1.272 -1.355  C17 1.546, H37 1.130, H38 1.079, H42 1.115
17 C 0.900 0.170 -0.516  C16 1.546, C19 1.522, C20 1.635, H23 1.100
18 C 1.373 1.766 1.353  O5 1.202, O14 1.371, C20 1.521
19 C 0.328 -1.196 -0.870  C17 1.522, H29 1.110, H52 1.119, H55 1.079
20 C 0.598 0.491 1.058  C17 1.635, C18 1.521, H27 1.086, H34 1.076
21 H -1.976 -1.441 -3.012  O12 1.004
22 H -1.863 3.412 2.089  O6 0.979
23 H 1.989 0.044 -0.597  C17 1.100
24 H -2.110 -4.144 1.802  O15 0.952
25 H -0.184 4.519 0.742  O10 0.969
26 H -4.365 0.999 0.768  O9 0.977
27 H 0.880 -0.362 1.668  C20 1.086
28 H -3.598 0.660 2.048  O9 0.975
29 H 0.667 -2.002 -0.186  C19 1.110
30 H 4.642 -1.928 -1.903  O13 0.956
31 H -3.348 2.889 1.158  O11 0.965
32 H -3.009 2.513 -0.311  O11 0.956
33 H 3.853 2.920 -1.932  O8 0.981
34 H -0.477 0.538 1.092  C20 1.076
35 H -0.181 5.056 2.205  O10 0.948
36 H -2.208 -2.694 1.256  O15 1.017
37 H -0.910 1.306 -1.234  C16 1.130
38 H 0.538 2.298 -1.281  C16 1.079
39 H -2.392 -2.582 -2.097  O12 0.950
40 H 2.406 -2.999 1.091  O1 0.990
41 H -1.780 2.417 3.245  O6 0.951
42 H 0.362 0.964 -2.416  C16 1.115
43 H 0.566 -0.911 -3.432  O3 1.029
44 H 3.338 2.094 1.531  O14 0.971
45 H 3.859 -3.519 0.942  O1 0.952
46 H 2.750 -1.368 -2.978  O2 1.011
47 H 3.375 2.393 -0.664  O8 0.958
48 H 2.156 -0.021 -3.385  O2 0.974
49 H -3.588 -2.371 -0.422  O7 0.977
50 H -0.534 -1.093 -4.526  O3 0.948
51 H -3.775 -1.336 0.766  O7 0.963
52 H -0.776 -1.017 -0.908  C19 1.119
53 H 1.383 -4.349 2.487  O4 0.963
54 H 3.469 -2.393 -0.886  O13 1.024
55 H 0.629 -1.422 -1.882  C19 1.079
56 H 0.191 -3.496 1.939  O4 0.988



# 2
Here is a 15-piece molecular cluster, C5H36O16 overall in a non-equilibrium geometry from the OMol25 dataset. Energies are from ωB97M-V with the def2-TZVPD basis set.

The calculation puts the lowest unoccupied orbital energy at -0.03 eV. As for the spin multiplicity: 1. The HOMO energy comes out at -9.97 eV. The value obtained for the relative energy (zero: lowest compared OMol25 entry of this formula, charge and spin) is 396.0 kJ/mol. Its energy is -1415.867791 Eh.

Last columns: bonded neighbours and bond lengths (Å).
Geometry (Å):
1 O -4.081 -1.601 -1.689  H23 0.964, H56 0.966
2 O -3.111 3.588 -1.022  H46 0.971, H47 0.967
3 O -2.174 1.317 -2.411  H31 0.978, H45 0.965
4 O 1.632 2.097 0.352  H25 0.975, H36 0.970
5 O -0.370 2.528 -3.910  H29 1.002, H34 0.963
6 O -1.788 -0.062 0.870  C21 1.219
7 O -0.191 -1.457 -1.793  H52 0.958, H53 0.959
8 O -0.855 -4.200 2.593  H30 0.972, H39 0.971
9 O 3.125 -2.284 -3.018  H26 0.967, H32 0.970
10 O -0.834 1.800 2.190  H33 0.966, H35 0.964
11 O 0.972 1.080 4.584  C18 1.207
12 O 0.935 -3.675 -0.680  H41 0.973, H50 0.957
13 O 0.583 -0.069 -4.102  H27 0.975, H44 0.963
14 O -4.291 1.207 0.425  H48 0.975, H49 0.962
15 O 1.969 3.792 2.357  H24 0.985, H51 0.966
16 O 4.063 0.753 -1.445  H42 0.965, H43 0.966
17 C 0.147 -1.401 1.246  C20 1.525, C21 1.506, H38 1.121, H57 1.098
18 C 1.752 0.408 3.953  O11 1.207, C19 1.502, H37 1.073
19 C 1.441 -0.956 3.408  C18 1.502, C20 1.521, H22 1.090, H54 1.126
20 C 1.501 -1.145 1.899  C17 1.525, C19 1.521, H28 1.104, H40 1.093
21 C -0.969 -0.483 1.669  O6 1.219, C17 1.506, H55 1.102
22 H 0.603 -1.522 3.816  C19 1.090
23 H -3.208 -1.499 -1.294  O1 0.964
24 H 2.129 3.110 1.665  O15 0.985
25 H 1.870 2.997 0.062  O4 0.975
26 H 2.468 -1.586 -2.897  O9 0.967
27 H 0.699 0.899 -4.083  O13 0.975
28 H 1.826 -0.198 1.435  C20 1.104
29 H -0.878 1.822 -3.412  O5 1.002
30 H -0.997 -3.851 1.696  O8 0.972
31 H -2.539 2.161 -2.079  O3 0.978
32 H 2.902 -2.847 -2.260  O9 0.970
33 H 0.068 2.105 2.026  O10 0.966
34 H -1.118 2.869 -4.412  O5 0.963
35 H -1.084 2.152 3.052  O10 0.964
36 H 2.216 1.595 -0.239  O4 0.970
37 H 2.691 0.793 3.605  C18 1.073
38 H 0.325 -1.271 0.146  C17 1.121
39 H -0.693 -5.112 2.304  O8 0.971
40 H 2.308 -1.816 1.597  C20 1.093
41 H 0.296 -3.025 -1.020  O12 0.973
42 H 4.993 0.495 -1.447  O16 0.965
43 H 3.730 0.124 -2.099  O16 0.966
44 H 0.373 -0.258 -5.023  O13 0.963
45 H -1.658 0.993 -1.661  O3 0.965
46 H -2.993 3.050 -0.222  O2 0.971
47 H -3.869 4.096 -0.704  O2 0.967
48 H -3.354 0.968 0.545  O14 0.975
49 H -4.579 0.896 -0.438  O14 0.962
50 H 0.515 -4.371 -0.175  O12 0.957
51 H 2.004 3.226 3.139  O15 0.966
52 H -0.507 -0.571 -1.614  O7 0.958
53 H 0.013 -1.723 -2.692  O7 0.959
54 H 2.133 -1.675 3.928  C19 1.126
55 H -1.081 -0.373 2.760  C21 1.102
56 H -4.658 -1.553 -0.916  O1 0.966
57 H -0.398 -2.335 1.437  C17 1.098



# 3
Here is a 13-piece molecular cluster, C5H37N2O12 overall in a non-equilibrium geometry from the OMol25 dataset. Energies are from ωB97M-V with the def2-TZVPD basis set.

The calculation puts the lowest unoccupied orbital energy (spin up / spin down) at 0.09 / 0.02 eV. The expectation value of S² is 0.7506. As for the spin multiplicity: 2. The HOMO energy (spin up / spin down) comes out at -2.48 / -9.26 eV. The value obtained for the relative energy (zero: lowest compared OMol25 entry of this formula, charge and spin) is 0.0 kJ/mol. Its energy is -1224.972830 Eh.

Last columns: bonded neighbours and bond lengths (Å).
Geometry (Å):
1 O 1.885 4.037 -0.024  H20 1.017, H32 0.930
2 O 1.178 -3.754 -1.384  H47 0.967, H55 0.965
3 O 1.604 1.294 -1.523  H29 0.964, H39 0.974
4 O -1.613 4.080 1.725  H36 1.023, H54 0.968
5 O -0.992 1.522 2.249  H23 0.962, H40 0.991
6 O 0.322 2.455 -3.402  H51 0.964, H56 1.051
7 O 3.551 -2.765 -0.633  H28 0.982, H45 0.938
8 O 1.621 1.878 1.562  H26 0.986, H37 0.998
9 O -2.023 -0.139 -2.906  H41 0.963, H50 0.939
10 O -0.655 4.044 -0.861  H24 0.941, H52 1.023
11 O 0.384 -1.044 -1.978  H30 0.982, H33 0.983
12 O 3.804 -0.360 -1.708  H42 0.970, H43 0.960
13 N -1.741 -1.493 2.408  C16 1.525, C18 1.568, H27 1.065, H34 1.064
14 N 0.988 -1.604 2.389  C19 1.494, H35 1.034, H38 1.023
15 C -1.924 -1.848 0.082  C17 1.577, C18 1.528, H22 1.114, H48 1.096
16 C -3.217 -1.350 2.051  N13 1.525, C17 1.517, H25 1.110, H46 1.134
17 C -3.411 -1.717 0.591  C15 1.577, C16 1.517, H44 1.072, H49 1.110
18 C -1.025 -2.263 1.246  N13 1.568, C15 1.528, C19 1.507, H53 1.129
19 C 0.403 -1.832 1.033  N14 1.494, C18 1.507, H21 1.091, H31 1.105
20 H 0.893 4.169 -0.207  O1 1.017
21 H 0.403 -0.819 0.627  C19 1.091
22 H -1.922 -2.469 -0.843  C15 1.114
23 H -0.821 1.607 3.191  O5 0.962
24 H -1.235 3.748 -0.183  O10 0.941
25 H -3.431 -0.269 2.188  C16 1.110
26 H 1.680 1.632 0.609  O8 0.986
27 H -1.297 -0.529 2.489  N13 1.065
28 H 3.485 -1.967 -1.201  O7 0.982
29 H 0.957 0.581 -1.465  O3 0.964
30 H 0.382 -2.009 -1.792  O11 0.982
31 H 1.071 -2.512 0.474  C19 1.105
32 H 2.296 4.172 -0.848  O1 0.930
33 H 1.220 -0.913 -2.479  O11 0.983
34 H -1.531 -1.891 3.373  N13 1.064
35 H 1.237 -2.484 2.873  N14 1.034
36 H -1.255 3.126 1.817  O4 1.023
37 H 2.109 2.746 1.492  O8 0.998
38 H 1.805 -0.989 2.416  N14 1.023
39 H 1.384 1.833 -2.304  O3 0.974
40 H -0.111 1.401 1.813  O5 0.991
41 H -1.274 -0.491 -2.414  O9 0.963
42 H 4.400 -0.087 -2.424  O12 0.970
43 H 2.991 0.149 -1.670  O12 0.960
44 H -3.898 -0.907 0.085  C17 1.072
45 H 4.226 -2.686 0.014  O7 0.938
46 H -3.771 -1.878 2.888  C16 1.134
47 H 2.006 -3.779 -0.885  O2 0.967
48 H -1.731 -0.861 -0.355  C15 1.096
49 H -3.974 -2.668 0.483  C17 1.110
50 H -2.727 -0.760 -2.906  O9 0.939
51 H -0.271 1.830 -3.835  O6 0.964
52 H -1.038 4.966 -1.083  O10 1.023
53 H -0.981 -3.350 1.548  C18 1.129
54 H -1.263 4.522 2.512  O4 0.968
55 H 1.125 -4.300 -2.178  O2 0.965
56 H -0.279 3.000 -2.735  O6 1.051